(1)
119
Properties=species:S:1:pos:R:3:forces:R:3:lowdin_charge:R:1 method="wB97M-V/def2-TZVPD" homo_ev=-6.7 charge=-1
C 3.8461 3.6363 -0.1725 -0.177 0.023 -0.106 -0.09
O 3.3867 2.5617 0.6247 -0.100 -0.079 0.214 -0.19
C 4.1243 1.3768 0.4542 0.337 0.923 -0.598 -0.22
C 3.7011 0.4879 -0.7376 -1.270 -1.185 0.022 -0.40
P 4.7164 0.8416 -2.3150 1.691 1.025 0.451 0.87
N 5.3435 -0.6258 -2.8551 -0.893 0.175 0.688 -0.15
O 3.5479 1.1415 -3.4287 -0.305 -0.419 0.213 -0.28
C 3.8939 -0.9644 -0.2277 0.197 -0.571 0.277 -0.06
N 2.5081 -1.5940 -0.0649 0.511 -0.425 -0.089 -0.05
C 2.3793 -2.6735 0.9582 0.093 -0.664 0.108 -0.09
C 1.4538 -3.7680 0.4544 -0.448 0.055 0.325 -0.13
C -0.0252 -3.3981 0.5074 0.145 -0.019 -0.129 -0.24
O -0.4012 -2.8802 -0.7614 -0.014 -0.016 0.142 -0.06
C 1.5841 -0.4502 -0.0069 0.060 1.290 0.049 -0.07
C 2.1659 0.4284 -1.0996 0.584 -0.426 -0.218 -0.27
C 1.3975 1.6955 -1.3898 -0.550 0.187 0.661 -0.14
C -0.0229 1.4774 -1.9606 0.485 -0.284 -0.558 -0.16
C -0.2914 0.1687 -2.7221 -1.082 0.775 0.225 -0.18
C -1.8066 -0.0860 -2.8079 0.409 -0.574 -0.400 -0.20
C -2.5832 0.6927 -3.8676 -0.268 -0.112 0.344 -0.19
C -3.1083 2.0777 -3.5046 -0.139 0.073 -0.121 -0.20
C -4.2558 2.1025 -2.4986 -0.512 -0.791 -0.058 -0.22
C -3.8598 2.2150 -1.0511 -0.021 0.539 0.743 -0.24
C -3.1114 3.4409 -0.5306 -0.573 0.259 0.051 -0.20
C -2.8393 3.3299 0.9790 0.542 0.389 -0.609 -0.19
C -1.3423 3.2684 1.2614 -0.247 -0.465 0.098 -0.18
C -1.0434 3.2162 2.7651 0.059 -0.071 -1.113 -0.18
N -1.0190 1.8145 3.1656 0.231 1.197 0.329 -0.11
C -0.0295 0.9501 2.8507 -0.462 -0.507 -0.088 -0.15
C -0.4270 -0.3077 3.3053 -0.859 0.811 -1.864 -0.42
C -1.6771 -0.1286 3.9287 0.138 -1.340 -0.224 -0.16
C -2.0126 1.2002 3.8421 -0.140 -0.515 0.093 -0.04
H 3.7992 3.3900 -1.2343 0.097 0.014 -0.107 0.06
H 3.1885 4.4798 0.0105 -0.083 0.060 0.077 0.09
H 4.8666 3.9207 0.0868 0.116 -0.068 0.028 0.10
H 5.1728 1.6538 0.2824 0.170 -0.179 0.119 0.12
H 4.0946 0.8459 1.4022 -0.258 -0.106 0.065 0.12
H 6.1714 -0.8841 -2.3249 0.322 -0.228 -0.533 0.03
H 4.6632 -1.3797 -2.8134 0.278 -0.347 -0.487 0.04
H 4.0152 1.3609 -4.2437 -0.136 0.028 -0.141 0.06
H 4.4473 -1.6467 -0.8661 0.015 0.084 -0.218 0.12
H 4.3667 -1.0758 0.7448 0.083 0.422 0.120 0.13
H 2.3862 -2.0863 -0.9507 -0.557 0.216 -0.112 0.18
H 3.3492 -3.1195 1.1624 0.280 0.267 -0.170 0.14
H 2.0150 -2.2700 1.8983 0.019 0.342 -0.010 0.13
H 1.7131 -4.0562 -0.5651 0.023 -0.062 -0.087 0.13
H 1.5962 -4.6573 1.0631 0.219 -0.005 0.144 0.13
H -0.1883 -2.6482 1.2894 -0.073 0.043 0.061 0.10
H -0.6112 -4.2743 0.7801 -0.130 -0.094 -0.160 0.12
H -1.3619 -2.8773 -0.8184 -0.049 0.126 -0.154 0.10
H 0.5362 -0.6988 -0.1211 -0.014 -0.397 -0.081 0.13
H 1.7397 0.1004 0.9218 -0.020 -0.498 0.274 0.12
H 2.1605 -0.2373 -1.9720 -0.191 0.382 -0.402 0.13
H 1.2870 2.2221 -0.4416 0.016 0.127 0.057 0.10
H 1.9638 2.3711 -2.0176 0.165 -0.176 -0.246 0.10
H -0.1943 2.2805 -2.6746 -0.199 0.195 0.105 0.11
H -0.7835 1.5859 -1.1879 0.070 -0.029 0.170 0.08
H 0.1177 -0.7054 -2.2231 0.352 -0.049 -0.138 0.07
H 0.0577 0.2655 -3.7488 0.487 -0.323 0.017 0.12
H -1.9054 -1.1379 -3.0858 -0.127 -0.122 0.069 0.11
H -2.2509 0.0055 -1.8170 -0.131 0.049 0.003 0.09
H -2.0012 0.7371 -4.7909 0.203 0.040 -0.001 0.11
H -3.4603 0.0843 -4.0876 -0.144 0.047 -0.085 0.10
H -3.4799 2.5120 -4.4334 0.017 0.100 -0.097 0.10
H -2.3344 2.7634 -3.1486 0.237 -0.077 -0.136 0.09
H -4.9346 2.9059 -2.7991 -0.001 0.265 0.338 0.11
H -4.8792 1.1586 -2.4794 0.963 0.900 -1.000 0.06
H -4.8091 2.2116 -0.5043 0.071 -0.083 0.317 0.10
H -3.3090 1.3337 -0.7075 -0.037 -0.168 -0.148 0.10
H -2.1857 3.6418 -1.0700 0.090 -0.132 -0.104 0.09
H -3.7498 4.3126 -0.6852 0.016 0.109 -0.238 0.11
H -3.2294 4.2082 1.4915 -0.246 -0.087 0.166 0.11
H -3.3348 2.4313 1.3471 -0.042 0.037 0.332 0.11
H -0.8182 4.0796 0.7587 -0.049 0.250 0.132 0.12
H -0.9716 2.3457 0.8075 0.234 0.044 -0.071 0.09
H -0.0955 3.6853 2.9976 0.072 -0.061 0.214 0.07
H -1.8373 3.7211 3.3014 0.069 0.023 0.360 0.12
H 0.8465 1.2576 2.3077 0.011 0.235 0.046 0.12
H 0.1236 -1.2159 3.1360 -0.122 -0.200 -0.125 0.03
H -2.2500 -0.9410 4.3394 -0.309 0.184 0.240 0.11
H -2.9230 1.6601 4.1890 0.068 0.349 0.022 0.12
N 6.4404 -4.5827 -3.7343 0.299 -0.003 -0.119 -0.32
S 6.3904 -5.8871 -4.6564 -0.508 -0.489 -0.022 0.48
O 7.5440 -6.7175 -4.5712 0.100 0.061 0.075 -0.28
O 5.7773 -5.7003 -5.9288 -0.058 0.143 -0.008 -0.28
F 5.2928 -6.6627 -3.8075 0.011 0.199 0.081 -0.20
S 7.4869 -3.4993 -4.1678 1.069 0.580 -0.242 0.45
O 7.7071 -2.5199 -3.1449 -0.689 -0.123 0.466 -0.33
O 7.3901 -3.0162 -5.5070 -0.320 -0.137 -0.088 -0.29
F 8.8679 -4.2878 -4.1726 -0.052 -0.095 0.058 -0.19
O -6.5938 0.6163 -1.1441 -1.444 1.740 2.443 0.13
H -7.1295 0.1798 -1.8318 0.853 -0.497 -0.334 0.14
H -5.8975 0.0104 -0.8167 0.295 -0.312 -1.226 0.15
H -7.1781 0.9865 -0.4291 -0.487 -0.458 -0.264 0.11
Cl 0.1339 3.6181 5.6411 0.077 -0.366 0.164 -0.14
F -5.4372 -0.4368 -2.5768 0.135 -1.468 -0.346 -0.56
Cs 0.9137 -0.4912 5.5799 1.329 0.159 2.495 1.15
O -4.8680 1.3517 5.5760 -0.008 0.039 0.016 -0.37
Cl -4.3077 1.7878 6.8395 0.112 -0.111 -0.355 0.63
O -3.2174 0.9015 7.1866 0.133 -0.130 0.075 -0.35
O -5.3058 1.7672 7.8647 -0.022 0.021 0.023 -0.32
O -3.7728 3.1220 6.6802 0.032 0.069 0.003 -0.33
O -9.0787 1.0794 -0.3408 0.978 0.829 -0.843 -0.58
V -9.8862 2.2228 -1.3031 -2.202 -0.226 0.490 1.03
O -10.2296 3.3890 -2.3895 1.169 -0.380 0.247 -0.50
N 5.0691 -3.6084 5.8931 0.053 -0.032 0.117 -0.64
O 4.9134 -3.6739 7.1161 -0.032 0.017 0.016 0.01
O 4.2263 -2.9967 5.1967 -0.324 0.228 -0.238 -0.07
O 6.0429 -4.1372 5.3462 0.047 -0.017 -0.082 0.00
C -14.2247 1.4613 -2.3427 -0.008 0.030 0.001 -1.00
Cl -12.7961 0.9059 -3.2193 0.127 -0.054 -0.041 0.53
Cl -13.8005 2.0756 -0.7386 0.054 0.020 0.044 0.52
H -14.6864 2.2597 -2.9100 0.059 0.061 0.015 0.03
H -14.9047 0.6269 -2.2261 0.043 -0.042 0.057 0.03
C 9.5209 -4.9950 4.5811 -0.171 0.045 0.021 -1.02
Cl 10.3125 -3.5915 5.3121 0.010 0.036 -0.036 0.49
Cl 10.1477 -6.5134 5.2416 -0.022 -0.026 -0.041 0.49
H 8.4582 -4.9327 4.7896 0.012 -0.006 0.094 0.00
H 9.7075 -4.9790 3.5148 0.085 -0.015 0.003 0.02

---

(2)
97
Properties=species:S:1:pos:R:3:forces:R:3:lowdin_charge:R:1 method="wB97M-V/def2-TZVPD" homo_ev=-8.2 smiles="CP(O)c1cc(CCO)c2c(c1)C(=O)NC2=O.COC[C@@H](C)N.COC[C@@H](C)N.COC[C@@H](C)N.COC[C@@H](C)N" charge=0
C -0.7746 -5.4120 2.8156 1.220 -0.456 0.148 -0.30
P -1.5411 -3.9986 1.7156 -0.532 0.625 0.341 0.89
O -1.4054 -4.4007 0.0248 2.122 1.607 1.175 -0.38
C -0.4713 -2.4301 2.1494 2.739 3.006 0.747 -0.29
C 0.9914 -2.1852 1.3867 -0.949 3.105 3.016 -0.01
C 1.9352 -0.9015 1.7639 -3.214 -0.123 1.747 -0.07
C 3.3864 -0.5142 1.1160 -0.252 -0.127 0.332 -0.14
C 4.0350 -1.6315 0.1117 0.323 -0.367 -0.194 -0.21
O 5.2680 -2.1919 0.7579 -2.118 -0.460 0.195 -0.15
C 1.3199 0.1482 2.9098 -2.237 -2.012 -0.069 0.02
C -0.1328 -0.0608 3.6405 2.190 -2.107 -2.494 -0.01
C -1.0625 -1.3656 3.2925 3.964 0.973 -1.799 0.02
C -0.3274 1.2021 4.6674 -3.161 -1.825 1.807 -0.24
O -1.3121 1.2592 5.5677 6.501 0.393 -5.697 -0.01
N 0.8207 2.1662 4.3665 -1.141 -0.995 -0.861 0.08
C 1.9449 1.5379 3.5161 3.144 0.560 -1.149 -0.23
O 3.1706 2.0447 3.3512 -8.040 -2.999 1.063 -0.02
H 0.2404 -5.0445 3.3247 -2.190 -0.965 -1.142 0.05
H -1.5595 -5.6854 3.6721 1.627 0.717 -2.139 0.05
H -0.5597 -6.3550 2.1161 -0.492 2.027 1.638 0.06
H -0.7333 -3.8118 -0.4353 -1.051 -1.134 0.684 0.05
H 1.3313 -2.9526 0.5719 -0.696 1.659 1.784 0.08
H 3.2777 0.5143 0.5695 0.067 -1.902 1.015 0.12
H 4.1640 -0.3323 2.0022 -1.800 -0.442 -1.929 0.14
H 3.3572 -2.5550 -0.1229 0.872 1.952 0.489 0.11
H 4.3422 -1.1746 -0.9474 -0.494 -0.905 2.550 0.12
H 4.9483 -2.8740 1.4286 0.616 1.418 -1.344 0.11
H -2.0877 -1.4898 3.8425 2.216 0.078 -1.353 0.10
H 0.3545 2.9899 3.8799 1.242 -0.896 0.880 0.15
C 5.9381 1.3655 -5.5943 0.112 0.264 -0.204 -0.08
C 4.7230 0.4743 -5.3484 0.306 -0.197 0.239 -0.43
C 4.3344 0.3407 -3.8550 -0.267 -0.398 -0.270 -0.20
O 5.1954 -0.5060 -3.0903 -0.327 0.504 -0.114 -0.22
C 6.4275 0.0936 -2.7223 0.149 -0.376 0.190 -0.10
N 4.9640 -0.8409 -5.9621 -0.172 -0.112 0.385 0.04
H 6.8846 0.8624 -5.3807 -0.176 -0.014 0.038 0.06
H 5.9812 1.6703 -6.6459 -0.063 -0.112 0.167 0.08
H 5.8902 2.2751 -4.9875 0.015 -0.073 -0.034 0.08
H 3.8751 0.9423 -5.8661 0.006 -0.140 0.170 0.13
H 3.3415 -0.1335 -3.8121 0.271 -0.008 0.034 0.12
H 4.2293 1.3205 -3.3795 0.185 0.142 0.050 0.12
H 6.3179 1.1594 -2.4962 -0.013 -0.034 -0.112 0.09
H 7.1673 -0.0600 -3.5080 0.105 0.224 0.005 0.07
H 6.7990 -0.4148 -1.8267 -0.188 0.035 -0.074 0.09
H 4.1082 -1.3925 -5.8965 0.123 0.095 -0.139 0.07
H 5.6222 -1.3430 -5.3579 -0.123 0.191 -0.266 0.07
C -2.2523 1.7153 -2.0498 -0.197 0.290 -0.032 -0.07
C -0.9090 1.2663 -1.4799 -0.196 -0.421 -0.134 -0.42
C 0.0266 0.6064 -2.5230 0.164 -0.119 0.468 -0.20
O -0.3394 -0.7253 -2.8912 0.152 0.535 -0.080 -0.20
C -1.4222 -0.8019 -3.8049 0.045 -0.414 0.063 -0.11
N -1.1505 0.3763 -0.3336 0.316 -0.142 -0.247 0.05
H -2.9573 0.8898 -2.1774 0.177 0.018 0.029 0.06
H -2.7339 2.4304 -1.3736 0.135 -0.140 -0.056 0.08
H -2.1254 2.2090 -3.0183 -0.014 -0.038 0.069 0.08
H -0.4024 2.1682 -1.1108 0.089 -0.160 -0.068 0.12
H 1.0249 0.5216 -2.0661 -0.224 -0.120 -0.079 0.11
H 0.1455 1.2366 -3.4094 -0.166 0.027 -0.155 0.12
H -1.4062 0.0141 -4.5348 -0.026 0.022 0.112 0.09
H -2.3679 -0.8165 -3.2631 -0.144 0.149 -0.153 0.07
H -1.3455 -1.7515 -4.3441 0.128 0.139 0.089 0.09
H -0.2568 0.1719 0.1139 -0.160 0.053 0.125 0.04
H -1.4460 -0.5305 -0.7089 -0.033 0.308 0.158 0.07
C -5.7563 -3.6547 4.3725 0.045 0.201 0.266 -0.08
C -5.4016 -3.7722 2.8922 -0.180 -0.424 0.078 -0.43
C -6.6082 -4.1119 1.9824 0.440 -0.120 -0.292 -0.20
O -7.0438 -5.4713 2.0560 -0.085 0.584 0.079 -0.19
C -7.8173 -5.7752 3.2060 0.049 -0.370 -0.216 -0.11
N -4.3172 -4.7545 2.7379 -0.588 -0.394 -0.137 -0.01
H -5.8667 -4.6258 4.8617 -0.004 0.066 -0.159 0.06
H -4.9643 -3.1250 4.9138 -0.085 -0.088 -0.139 0.07
H -6.6855 -3.0937 4.5128 0.068 -0.052 -0.002 0.08
H -5.0208 -2.7914 2.5773 -0.050 -0.151 -0.140 0.13
H -6.2897 -3.9610 0.9393 -0.077 -0.170 0.245 0.12
H -7.4433 -3.4258 2.1525 -0.121 -0.011 0.191 0.12
H -8.4685 -4.9447 3.4980 0.110 0.009 0.021 0.09
H -7.1644 -6.0620 4.0304 -0.117 0.112 0.210 0.07
H -8.4438 -6.6427 2.9748 0.084 0.163 -0.103 0.09
H -4.0054 -4.7454 1.7665 0.021 0.122 0.279 0.01
H -4.7312 -5.6854 2.8502 0.017 0.266 0.099 0.08
C 0.0942 6.9939 1.4349 0.010 0.183 0.292 -0.08
C 0.8694 5.9304 0.6609 -0.314 0.080 -0.189 -0.43
C 0.9742 6.2113 -0.8587 0.080 -0.522 0.058 -0.20
O -0.2278 5.9666 -1.5925 0.453 0.301 0.215 -0.20
C -1.2071 6.9854 -1.4654 -0.218 -0.277 -0.238 -0.11
N 0.2673 4.6143 0.9252 0.035 -0.132 -0.337 0.04
H -0.9889 6.8917 1.3293 0.145 -0.047 -0.085 0.06
H 0.3082 6.9176 2.5069 0.000 -0.051 -0.196 0.08
H 0.3754 8.0011 1.1120 -0.033 -0.086 0.019 0.08
H 1.8912 5.9252 1.0635 -0.090 -0.075 -0.189 0.14
H 1.7193 5.5149 -1.2738 -0.272 0.102 0.034 0.12
H 1.3513 7.2195 -1.0543 -0.126 0.164 0.050 0.12
H -0.7607 7.9835 -1.4067 0.008 -0.074 0.088 0.09
H -1.8365 6.7924 -0.5966 -0.035 0.242 0.093 0.07
H -1.8549 6.9462 -2.3471 0.203 -0.043 0.051 0.09
H 0.8551 3.8962 0.5012 -0.030 0.069 0.171 0.06
H -0.6030 4.5636 0.3863 0.192 0.037 0.269 0.07